Entry from the OMol25 dataset: the molecule C4H7NS (wB97M-V/def2-TZVPD).

Each line ends with the natural charge from an NBO analysis.
Positions of all 13 atoms, in Å:
1 C 0.45716 -0.66651 -0.57223  0.20
2 C -0.69370 0.86790 0.66877  -0.21
3 C 1.75979 -1.13779 -1.10886  -0.73
4 C -1.21907 1.09194 2.03212  -0.75
5 N -0.38879 -0.16062 -1.42346  -0.72
6 S -1.76271 0.50942 -0.58122  0.46
7 H 1.62365 -2.17970 -1.41143  0.24
8 H 2.11821 -0.57173 -1.97570  0.19
9 H 2.51284 -1.11925 -0.32373  0.24
10 H -0.38765 1.15154 2.73389  0.23
11 H -1.74164 2.04956 2.03096  0.25
12 H -1.92454 0.33448 2.37316  0.21
13 H -0.35356 -0.16925 -2.44228  0.39

Output
HOMO in eV: -6.87
E in Eh: -609.3486
Orbital gap in eV: 7.3
Strongest force on any atom in eV Å⁻¹: 0.61

***

Entry from the OMol25 dataset: a structure of composition C4H7NS2 (wB97M-V/def2-TZVPD).

Each line ends with the natural charge from an NBO analysis.
Positions of all 14 atoms, in Å:
1 C 1.84663 -0.71304 0.17559  -0.67
2 C 0.64799 0.11687 -0.01098  0.35
3 C -0.59485 -0.52271 -0.14628  -0.45
4 C -1.69672 0.19057 0.07699  -0.22
5 H 2.43796 -0.62034 -0.83699  0.26
6 H 2.55425 0.15744 0.93325  0.23
7 H 1.42860 -1.75142 0.44733  0.26
8 H -0.12007 2.28814 -0.07454  0.44
9 H 1.69426 1.72647 -0.18804  0.37
10 H -0.57437 -1.67464 -0.18333  0.22
11 H -2.98779 -1.90012 0.08680  0.09
12 N 0.73862 1.48600 -0.30429  -0.80
13 S -3.25436 -0.61968 -0.07156  0.09
14 S -2.12014 1.83644 0.09605  -0.17

Output
HOMO in eV: -8.27
E in Eh: -1007.6354
Orbital gap in eV: 7.9
Strongest force on any atom in eV Å⁻¹: 4.57